Entry 1:
Here is a cluster of 6 separate species, C33H48N8O9 in total from OMol25. Energies are from ωB97M-V/def2-TZVPD.

Summary:
SMILES string: [H]/N=C(/C)Cc1cc(O)c2c(c1)C(=O)c1cc(OC#N)c(N)cc1C2=O.CN(C)C=O.CN(C)C=O.CN(C)C=O.CN(C)C=O.CN(C)C=O
E_tot, eV: -65347.2832
Orbital gap, eV: 8.190
HOMO energy, Eh: -0.325

Geometry (Å):
O (7.231, -0.440, 2.867)
O (-4.444, 2.358, -0.680)
O (-8.691, -0.496, -1.588)
O (-6.419, -6.859, -3.382)
O (2.944, 2.921, 0.254)
O (-1.650, 1.206, -5.845)
O (-4.390, 1.610, -5.744)
O (-4.011, -2.214, 2.076)
O (8.671, 3.678, 2.026)
N (-8.610, -0.938, -4.262)
N (-5.501, -2.809, 3.679)
N (9.467, -0.779, 2.725)
N (-8.305, -1.886, 0.383)
N (-6.446, -6.860, -1.114)
N (5.159, 2.444, 0.148)
N (0.973, 0.706, 0.464)
N (7.896, 5.642, 2.842)
C (3.975, 2.523, 0.773)
C (-4.347, -2.267, 3.242)
C (-5.395, 0.833, -3.754)
C (-6.006, -7.462, 0.127)
C (1.139, -0.472, -1.627)
C (8.160, 6.886, 3.535)
C (-2.968, 1.513, -3.843)
C (-6.512, 0.602, -1.632)
C (8.858, 4.733, 2.605)
C (-6.072, -7.334, -2.319)
C (-4.253, 1.339, -4.570)
C (-5.853, -2.852, 5.082)
C (-8.445, -1.169, -0.508)
C (-6.415, -3.364, 2.692)
C (-3.006, 1.744, -2.462)
C (0.936, 0.763, -0.799)
C (-4.307, 1.774, -1.732)
C (-7.520, -0.292, -3.650)
C (-0.610, 1.874, -2.409)
C (10.695, -1.205, 3.363)
C (-0.573, 1.650, -3.778)
C (0.662, 2.037, -1.600)
C (6.367, 1.976, 0.816)
C (6.546, 5.354, 2.382)
C (-7.320, -5.701, -1.074)
C (5.230, 2.844, -1.244)
C (8.284, -0.784, 3.368)
C (-5.430, 1.039, -2.378)
C (-1.835, 1.929, -1.747)
C (-1.744, 1.473, -4.505)
C (-7.539, -0.045, -2.277)
C (9.502, -0.321, 1.346)
C (-6.434, 0.164, -4.386)
H (-6.714, -2.596, 1.985)
H (-8.372, -1.184, -5.215)
H (6.251, 2.723, -1.598)
H (-5.062, -2.395, 5.673)
H (0.274, -0.659, -2.266)
H (-7.296, -3.763, 3.189)
H (6.178, 4.436, 2.841)
H (1.495, 2.211, -2.282)
H (0.822, 1.642, 0.841)
H (1.268, -1.335, -0.978)
H (-6.541, 0.769, -0.562)
H (4.561, 2.231, -1.850)
H (6.534, 5.219, 1.300)
H (-3.718, -1.868, 4.058)
H (-5.913, -4.159, 2.137)
H (10.522, -0.377, 0.975)
H (-5.361, -8.312, -0.086)
H (0.545, 2.891, -0.937)
H (-1.989, 1.954, -6.350)
H (-6.863, -7.810, 0.708)
H (7.559, 6.950, 4.444)
H (-7.534, -5.437, -0.041)
H (6.151, 1.712, 1.848)
H (8.358, -1.128, 4.413)
H (-1.885, 2.111, -0.681)
H (9.212, 6.940, 3.807)
H (9.149, 0.710, 1.284)
H (-6.837, -4.859, -1.571)
H (-8.253, -5.919, -1.595)
H (1.997, -0.341, -2.291)
H (-6.782, -2.307, 5.260)
H (11.419, -0.389, 3.380)
H (9.848, 5.032, 2.989)
H (5.891, 6.180, 2.649)
H (11.131, -2.051, 2.827)
H (8.855, -0.942, 0.725)
H (7.121, 2.755, 0.800)
H (7.920, 7.737, 2.895)
H (-8.859, -1.799, -3.789)
H (-5.984, -3.885, 5.412)
H (6.747, 1.088, 0.307)
H (10.489, -1.511, 4.387)
H (-6.382, 0.003, -5.455)
H (-5.446, -6.739, 0.724)
H (-5.407, -8.212, -2.252)
H (0.387, 1.605, -4.276)
H (4.926, 3.886, -1.358)
H (4.015, 2.189, 1.822)

---

Entry 2:
Here is an isolated molecule of C5H10NP in a non-equilibrium geometry from OMol25. Energies are from ωB97M-V/def2-TZVPD.

Summary:
SMILES string: CP(C)(C)=CC#N
E_tot, eV: -16123.6860
Energy above the lowest of the compared OMol25 structures with the same formula, charge and spin, kJ/mol: 118.0
Orbital gap, eV: 8.666
HOMO energy, Eh: -0.301

Geometry (Å):
P (0.093, 0.119, -0.111)
N (-2.919, 1.419, 1.163)
C (-1.081, -0.967, -0.922)
C (-0.587, 1.767, -0.186)
C (1.758, 0.160, -0.954)
C (0.468, -0.845, 1.425)
C (-1.915, 1.450, 0.632)
H (-0.091, 2.557, 0.268)
H (1.637, 0.561, -1.930)
H (-1.674, -0.369, -1.636)
H (1.999, -0.822, -0.912)
H (-1.675, -1.318, -0.069)
H (2.633, 0.809, -0.553)
H (-0.405, -0.854, 2.103)
H (1.021, -1.808, 1.241)
H (-0.508, -1.768, -1.356)
H (1.247, -0.090, 1.798)

---

Entry 3:
Here is the ion C3H5N2S2 with charge +1 in a non-equilibrium geometry from OMol25. Energies are from ωB97M-V/def2-TZVPD.

Summary:
E_tot, eV: -27833.3451
Energy above the lowest of the compared OMol25 structures with the same formula, charge and spin, kJ/mol: 218.9
Net charge: +1
Orbital gap, eV: 8.797
HOMO energy, Eh: -0.500

Geometry (Å):
S (-1.876, 1.511, 0.109)
S (-3.450, -1.234, -0.052)
N (-0.659, -0.816, -0.212)
N (0.277, 0.176, -0.002)
C (-0.110, 1.400, 0.117)
C (1.627, -0.254, 0.049)
C (-2.160, -0.290, -0.089)
H (2.298, 0.145, -0.882)
H (-0.422, -1.732, -0.069)
H (1.722, -1.351, 0.119)
H (2.132, 0.240, 0.884)
H (0.620, 2.205, 0.027)